Entry 1:
The following is a quantum chemistry calculation of 8 unconnected molecules or ions with the total composition C52H75F6NO23 in a non-equilibrium geometry, from the Open Molecules 2025 dataset.

Geometry (Å):
C (-4.708, 3.752, 2.356)
C (-4.388, 3.060, 3.827)
C (-4.314, 1.447, 4.122)
C (-4.097, 3.964, 5.009)
C (-2.470, 4.116, 5.364)
C (-2.184, 5.726, 5.479)
C (-0.876, 6.236, 4.574)
C (-0.853, 7.895, 4.776)
C (0.568, 5.670, 5.200)
C (1.861, 6.041, 4.265)
C (2.075, 5.061, 2.959)
C (1.118, 3.731, 2.934)
C (1.374, 2.758, 1.601)
C (-0.008, 2.198, 0.922)
C (0.143, 2.160, -0.744)
F (-0.298, 3.464, -1.313)
F (1.562, 1.854, -1.161)
C (-0.764, 0.936, -1.414)
F (-0.926, 1.276, -2.853)
F (-2.103, 0.780, -0.790)
F (0.046, -0.332, -1.380)
O (3.519, 4.796, 2.860)
C (3.936, 3.631, 3.653)
O (4.291, 2.525, 2.956)
C (4.061, 3.543, 5.284)
C (3.740, 2.005, 5.858)
F (2.250, 1.876, 6.001)
C (1.671, 5.962, 1.634)
C (2.706, 6.988, 0.909)
C (2.218, 7.853, -0.348)
N (0.926, 7.900, -1.087)
C (0.017, 6.950, -0.388)
C (0.223, 6.010, 0.894)
H (-5.315, 3.038, 1.645)
H (-5.245, 4.805, 2.519)
H (-3.646, 4.027, 1.885)
H (-3.593, 1.305, 5.048)
H (-5.359, 0.999, 4.405)
H (-3.792, 0.938, 3.203)
H (-4.931, 4.547, 5.599)
H (-2.305, 3.600, 6.417)
H (-1.794, 3.669, 4.512)
H (-2.092, 6.058, 6.606)
H (-3.135, 6.307, 5.053)
H (-1.000, 5.973, 3.430)
H (-0.471, 8.465, 3.823)
H (-1.966, 8.246, 4.950)
H (-0.258, 8.201, 5.764)
H (0.705, 6.285, 6.214)
H (0.505, 4.541, 5.532)
H (1.670, 7.145, 3.852)
H (2.888, 6.120, 4.860)
H (-0.045, 3.995, 2.886)
H (1.222, 3.041, 3.903)
H (2.098, 3.315, 0.869)
H (1.977, 1.803, 1.987)
H (-0.989, 2.736, 1.265)
H (-0.139, 1.053, 1.229)
H (3.343, 4.249, 5.881)
H (5.178, 3.781, 5.614)
H (4.205, 1.921, 6.949)
H (4.223, 1.164, 5.202)
H (3.808, 7.092, 1.312)
H (3.035, 8.607, -0.789)
H (-1.068, 6.889, -0.888)
H (-0.668, 5.353, 1.299)
C (0.979, -2.560, -2.750)
C (1.204, -3.998, -3.175)
C (1.310, -4.950, -2.021)
O (2.146, -5.971, -2.534)
C (2.918, -5.391, -3.501)
O (3.891, -5.920, -4.015)
O (2.463, -4.142, -3.813)
H (0.185, -2.482, -2.001)
H (1.896, -2.114, -2.351)
H (0.689, -1.956, -3.617)
H (0.425, -4.313, -3.880)
H (0.337, -5.360, -1.734)
H (1.789, -4.517, -1.136)
C (-4.867, -1.225, -1.581)
C (-6.246, -1.003, -0.991)
C (-7.073, -0.019, -1.763)
O (-7.919, 0.527, -0.767)
C (-7.249, 0.407, 0.419)
O (-7.586, 0.952, 1.458)
O (-6.153, -0.396, 0.288)
H (-4.915, -1.394, -2.661)
H (-4.206, -0.375, -1.379)
H (-4.399, -2.101, -1.120)
H (-6.770, -1.960, -0.878)
H (-7.666, -0.502, -2.545)
H (-6.488, 0.792, -2.209)
C (1.022, -3.098, 5.303)
C (0.691, -2.045, 4.263)
C (1.808, -1.074, 4.023)
O (1.122, 0.099, 3.626)
C (-0.119, 0.033, 4.195)
O (-0.909, 0.964, 4.236)
O (-0.360, -1.205, 4.715)
H (2.004, -3.545, 5.124)
H (0.996, -2.680, 6.316)
H (0.274, -3.898, 5.277)
H (0.370, -2.522, 3.329)
H (2.483, -1.410, 3.230)
H (2.396, -0.850, 4.919)
C (7.752, -1.968, 3.522)
C (6.753, -3.109, 3.543)
C (5.551, -2.864, 2.682)
O (4.541, -3.611, 3.336)
C (4.903, -3.683, 4.652)
O (4.171, -4.077, 5.546)
O (6.185, -3.255, 4.836)
H (7.963, -1.638, 2.501)
H (7.395, -1.114, 4.109)
H (8.695, -2.288, 3.979)
H (7.247, -4.051, 3.278)
H (5.694, -3.226, 1.660)
H (5.242, -1.813, 2.647)
C (-2.015, 3.755, -6.491)
C (-2.730, 2.419, -6.434)
C (-3.936, 2.350, -7.321)
O (-4.765, 1.420, -6.650)
C (-4.428, 1.483, -5.327)
O (-5.072, 0.969, -4.426)
O (-3.280, 2.198, -5.144)
H (-1.860, 4.084, -7.523)
H (-2.570, 4.527, -5.947)
H (-1.035, 3.676, -6.008)
H (-2.030, 1.603, -6.651)
H (-3.690, 1.990, -8.325)
H (-4.474, 3.301, -7.406)
C (2.422, -8.531, -4.458)
C (2.416, -9.582, -5.550)
C (2.932, -9.079, -6.865)
O (2.241, -9.884, -7.801)
C (1.075, -10.266, -7.199)
O (0.141, -10.798, -7.779)
O (1.088, -9.971, -5.866)
H (3.377, -8.000, -4.417)
H (1.613, -7.805, -4.599)
H (2.251, -9.002, -3.484)
H (2.965, -10.474, -5.223)
H (4.013, -9.217, -6.964)
H (2.689, -8.028, -7.059)
C (0.077, -6.613, -7.269)
C (-1.302, -6.391, -6.679)
C (-2.129, -5.407, -7.450)
O (-2.974, -4.861, -6.454)
C (-2.304, -4.980, -5.269)
O (-2.641, -4.435, -4.230)
O (-1.209, -5.784, -5.399)
H (0.030, -6.781, -8.349)
H (0.739, -5.763, -7.067)
H (0.545, -7.489, -6.807)
H (-1.825, -7.348, -6.566)
H (-2.721, -5.890, -8.233)
H (-1.544, -4.596, -7.896)

Atoms 1-6, force components in eV/Å:
C -0.5065 -0.2817 1.0986
C -0.2890 1.5819 1.8088
C 2.2711 1.1173 -0.6643
C 0.5028 -1.7698 -2.3735
C -1.3928 -0.3111 1.5770
C -0.2047 0.1777 -0.8040

**HOMO level**: -0.232 hartree
**HOMO-LUMO gap**: 6.135 eV
**DFT total energy**: -120010.280 eV
**LUMO**: -0.19 eV
**Max |F|**: 8.68 eV/Å

Entry 2:
The following is a quantum chemistry calculation of a molecular structure, C52H75FIN9O10P3S2 in a non-equilibrium geometry, from the Open Molecules 2025 dataset.

Geometry (Å):
C (2.361, 1.754, 2.394)
C (2.162, 1.280, 0.900)
C (2.940, -0.028, 0.421)
I (3.559, -1.106, 2.195)
C (2.190, -0.882, -0.699)
P (3.328, -2.173, -1.596)
P (5.048, -2.882, -0.556)
O (4.760, -3.876, 0.565)
O (6.158, -1.685, -0.042)
O (5.949, -3.781, -1.689)
O (1.773, -0.175, -1.887)
P (0.123, -0.481, -2.457)
C (0.651, -1.921, -3.630)
C (1.906, -1.652, -4.535)
F (2.696, -2.851, -4.639)
C (0.183, 0.661, -4.026)
O (-0.549, 0.091, -5.176)
O (0.066, 0.660, -6.302)
N (-1.571, -0.713, -2.970)
C (-2.270, -1.648, -2.423)
C (-2.248, -3.216, -2.728)
C (-3.469, -1.285, -1.421)
C (-0.150, 1.241, -1.584)
C (0.826, 2.397, -1.756)
C (0.661, 3.717, -1.116)
C (-0.527, 4.017, -0.260)
C (-1.497, 2.907, -0.055)
C (-1.290, 1.554, -0.689)
O (-0.240, -1.445, -1.064)
C (0.896, -1.771, -0.255)
S (1.423, -3.590, -0.256)
C (0.280, -1.652, 1.210)
C (-1.162, -2.354, 1.366)
C (-1.145, -3.258, 2.696)
S (-0.598, -4.994, 2.393)
O (-0.891, -5.495, 1.034)
O (-1.367, -5.840, 3.360)
O (1.000, -5.187, 2.833)
H (1.765, 1.174, 3.154)
H (3.438, 1.901, 2.700)
H (1.919, 2.805, 2.434)
H (2.567, 2.129, 0.272)
H (1.065, 1.110, 0.757)
H (3.891, 0.329, -0.081)
H (3.885, -1.374, -2.672)
H (5.933, -0.897, -0.572)
H (6.895, -3.636, -1.520)
H (-0.173, -2.300, -4.281)
H (0.922, -2.801, -2.956)
H (2.535, -0.769, -4.256)
H (1.540, -1.454, -5.589)
H (1.202, 1.032, -4.305)
H (-0.522, 1.523, -3.796)
H (-0.595, 0.673, -7.020)
H (-2.342, -3.289, -3.857)
H (-3.115, -3.766, -2.286)
H (-1.239, -3.628, -2.469)
H (-3.180, -1.396, -0.346)
H (-4.337, -1.985, -1.638)
H (-3.863, -0.248, -1.615)
H (1.733, 2.272, -2.412)
H (1.435, 4.515, -1.272)
H (-0.634, 5.023, 0.214)
H (-2.385, 3.126, 0.591)
H (-2.059, 0.791, -0.435)
H (2.044, -3.846, 0.944)
H (0.937, -2.285, 1.881)
H (0.300, -0.612, 1.636)
H (-1.402, -3.046, 0.519)
H (-1.917, -1.549, 1.553)
H (-2.148, -3.286, 3.195)
H (-0.406, -2.830, 3.437)
H (1.393, -5.914, 2.310)
N (-5.133, -5.947, 5.342)
C (-4.262, -5.217, 4.581)
C (-4.775, -3.950, 4.453)
C (-5.999, -3.914, 5.169)
C (-6.192, -5.160, 5.709)
H (-5.013, -6.913, 5.593)
H (-3.355, -5.663, 4.196)
H (-4.321, -3.138, 3.907)
H (-6.663, -3.069, 5.277)
H (-6.989, -5.555, 6.320)
N (-4.379, 0.071, -4.694)
C (-5.296, -0.819, -5.180)
C (-6.438, -0.125, -5.497)
C (-6.197, 1.238, -5.195)
C (-4.918, 1.327, -4.704)
H (-3.449, -0.168, -4.375)
H (-5.059, -1.869, -5.257)
H (-7.343, -0.550, -5.902)
H (-6.883, 2.061, -5.323)
H (-4.347, 2.175, -4.360)
N (-8.951, -3.099, 7.301)
C (-9.889, -4.000, 6.874)
C (-11.025, -3.305, 6.547)
C (-10.761, -1.931, 6.779)
C (-9.473, -1.835, 7.241)
H (-8.021, -3.330, 7.609)
H (-9.667, -5.055, 6.842)
H (-11.943, -3.735, 6.179)
H (-11.439, -1.106, 6.624)
H (-8.885, -0.980, 7.533)
N (2.014, 6.104, 1.563)
C (2.064, 6.325, 2.912)
C (2.644, 7.551, 3.119)
C (2.951, 8.094, 1.845)
C (2.548, 7.179, 0.905)
H (1.641, 5.278, 1.122)
H (1.685, 5.592, 3.606)
H (2.826, 8.007, 4.080)
H (3.414, 9.047, 1.640)
H (2.596, 7.200, -0.172)
N (4.496, 11.014, 4.090)
C (5.841, 11.248, 3.992)
C (6.014, 12.509, 3.480)
C (4.724, 13.058, 3.266)
C (3.808, 12.113, 3.654)
H (4.078, 10.165, 4.430)
H (6.556, 10.500, 4.293)
H (6.962, 12.985, 3.283)
H (4.493, 14.036, 2.872)
H (2.730, 12.128, 3.656)
N (2.395, 1.750, -8.328)
C (2.826, 2.948, -8.829)
C (4.001, 2.727, -9.502)
C (4.286, 1.342, -9.408)
C (3.276, 0.765, -8.679)
H (1.558, 1.614, -7.784)
H (2.262, 3.852, -8.663)
H (4.589, 3.478, -10.007)
H (5.136, 0.824, -9.826)
H (3.109, -0.257, -8.381)
N (6.523, 1.729, 4.963)
C (7.136, 1.682, 6.186)
C (7.493, 0.380, 6.429)
C (7.085, -0.386, 5.307)
C (6.492, 0.474, 4.418)
H (6.153, 2.558, 4.531)
H (7.264, 2.576, 6.776)
H (7.994, 0.018, 7.314)
H (7.212, -1.449, 5.166)
H (6.051, 0.302, 3.449)
N (-2.136, -8.463, -3.703)
C (-2.080, -8.229, -2.354)
C (-1.473, -7.014, -2.160)
C (-1.156, -6.492, -3.441)
C (-1.579, -7.406, -4.372)
H (-2.526, -9.282, -4.134)
H (-2.474, -8.946, -1.651)
H (-1.279, -6.550, -1.205)
H (-0.672, -5.552, -3.655)
H (-1.531, -7.397, -5.450)

Atoms 1-6, force components in eV/Å:
C -0.5262 1.3077 -0.1616
C 0.4515 -0.0186 0.4829
C -0.3653 1.5097 -0.8946
I 0.0832 -0.3656 -0.5243
C -0.3159 -0.8572 -0.8845
P -0.0822 0.4788 -1.6768

**HOMO level**: -0.193 hartree
**HOMO-LUMO gap**: 6.979 eV
**DFT total energy**: -149372.799 eV
**LUMO**: 1.73 eV
**Max |F|**: 5.67 eV/Å
**Relative energy (zero: lowest compared OMol25 entry of this formula, charge and spin)**: 6.1238 eV
**Net charge**: -1

Entry 3:
The following is a quantum chemistry calculation of 13 unconnected molecules or ions with the total composition C52H84O33 in a non-equilibrium geometry, from the Open Molecules 2025 dataset.

Geometry (Å):
C (-4.209, -3.565, -0.661)
C (-2.803, -3.863, -0.228)
C (-1.992, -3.759, -1.564)
O (-3.029, -3.764, -2.583)
C (-4.263, -4.205, -2.056)
H (-4.238, -2.483, -0.791)
H (-4.875, -3.951, 0.111)
H (-2.684, -4.883, 0.139)
H (-2.388, -3.204, 0.535)
H (-1.378, -4.656, -1.649)
H (-1.395, -2.852, -1.657)
H (-4.297, -5.291, -1.961)
H (-5.102, -3.877, -2.671)
C (3.632, 3.674, -0.054)
C (4.840, 3.030, 0.577)
C (5.013, 3.712, 1.935)
O (3.690, 3.824, 2.341)
C (2.800, 4.073, 1.231)
H (3.093, 2.957, -0.674)
H (3.913, 4.636, -0.483)
H (5.706, 3.111, -0.081)
H (4.672, 1.970, 0.768)
H (5.550, 4.661, 1.933)
H (5.640, 3.188, 2.656)
H (2.420, 5.089, 1.122)
H (2.027, 3.329, 1.424)
C (-1.101, -3.957, 3.608)
C (0.357, -3.701, 3.223)
C (0.418, -4.414, 1.819)
O (-0.803, -5.246, 1.793)
C (-1.405, -5.281, 3.052)
H (-1.773, -3.314, 3.040)
H (-1.522, -3.781, 4.599)
H (1.128, -4.047, 3.911)
H (0.601, -2.639, 3.220)
H (1.257, -5.108, 1.782)
H (0.415, -3.712, 0.984)
H (-0.889, -6.027, 3.657)
H (-2.459, -5.531, 2.928)
C (-1.350, 3.585, 5.314)
C (-0.449, 2.692, 4.311)
C (1.055, 3.052, 4.142)
O (1.791, 1.865, 4.382)
C (1.029, 1.051, 5.082)
O (1.356, -0.044, 5.446)
O (-0.223, 1.508, 5.050)
H (-1.782, 4.400, 4.734)
H (-0.856, 4.000, 6.192)
H (-2.134, 2.889, 5.611)
H (-1.003, 2.408, 3.417)
H (1.439, 3.753, 4.883)
H (1.247, 3.409, 3.130)
C (3.999, 0.218, -5.485)
C (4.152, -0.597, -4.204)
C (5.516, -0.378, -3.498)
O (5.210, 0.002, -2.188)
C (3.811, -0.031, -2.026)
O (3.241, 0.013, -0.974)
O (3.175, -0.215, -3.158)
H (2.991, 0.029, -5.855)
H (4.653, 0.175, -6.356)
H (3.911, 1.272, -5.224)
H (4.108, -1.677, -4.350)
H (6.094, 0.417, -3.969)
H (6.024, -1.341, -3.436)
C (4.140, -5.021, 1.379)
C (3.855, -3.889, 0.334)
C (4.994, -3.093, -0.347)
O (4.477, -2.982, -1.720)
C (3.454, -3.931, -1.910)
O (2.882, -4.254, -2.956)
O (3.110, -4.460, -0.701)
H (3.783, -5.974, 0.987)
H (3.659, -4.942, 2.354)
H (5.229, -4.982, 1.379)
H (3.158, -3.162, 0.751)
H (5.961, -3.595, -0.385)
H (5.096, -2.170, 0.223)
C (-6.797, 1.833, 0.515)
C (-5.665, 2.735, 0.164)
C (-6.204, 3.905, -0.630)
O (-5.952, 5.020, 0.256)
C (-5.378, 4.624, 1.414)
O (-5.037, 5.288, 2.359)
O (-5.107, 3.262, 1.307)
H (-7.503, 1.588, -0.278)
H (-7.313, 2.297, 1.355)
H (-6.531, 0.790, 0.692)
H (-4.835, 2.261, -0.359)
H (-7.255, 3.749, -0.873)
H (-5.544, 3.943, -1.496)
C (1.373, -0.079, 1.653)
C (0.522, 0.087, 0.440)
C (-0.347, -1.101, -0.061)
O (-1.561, -0.589, -0.316)
C (-1.654, 0.725, -0.102)
O (-2.631, 1.401, -0.296)
O (-0.513, 1.129, 0.410)
H (2.015, 0.780, 1.848)
H (2.109, -0.881, 1.590)
H (0.774, -0.350, 2.523)
H (1.157, 0.469, -0.360)
H (-0.448, -1.864, 0.711)
H (0.146, -1.563, -0.916)
C (-2.341, -0.361, 3.301)
C (-3.852, 0.082, 2.993)
C (-4.459, -0.761, 1.880)
O (-5.668, -1.103, 2.437)
C (-5.815, -0.677, 3.640)
O (-6.774, -0.829, 4.435)
O (-4.660, -0.239, 4.074)
H (-2.137, -0.419, 4.370)
H (-1.636, 0.385, 2.935)
H (-2.216, -1.353, 2.867)
H (-3.998, 1.090, 2.606)
H (-3.818, -1.629, 1.723)
H (-4.627, -0.375, 0.875)
C (5.778, 0.314, 5.792)
C (4.912, -0.636, 4.883)
C (4.417, -0.270, 3.572)
O (4.753, -1.478, 2.882)
C (5.528, -2.264, 3.607)
O (5.887, -3.369, 3.277)
O (5.762, -1.749, 4.786)
H (5.374, 1.277, 6.106)
H (6.689, 0.684, 5.321)
H (5.998, -0.206, 6.724)
H (4.067, -0.944, 5.499)
H (5.071, 0.534, 3.236)
H (3.399, 0.115, 3.632)
C (-0.916, 5.998, -3.413)
C (0.311, 5.199, -2.858)
C (0.116, 4.711, -1.424)
O (0.168, 3.333, -1.459)
C (0.474, 2.961, -2.728)
O (0.611, 1.797, -3.077)
O (0.702, 4.079, -3.545)
H (-1.793, 5.437, -3.091)
H (-1.042, 6.060, -4.494)
H (-0.957, 7.056, -3.154)
H (1.117, 5.933, -2.898)
H (-0.854, 5.050, -1.063)
H (1.001, 4.959, -0.838)
C (-4.478, 0.635, -2.869)
C (-3.963, 1.989, -3.352)
C (-3.232, 1.977, -4.656)
O (-3.909, 3.119, -5.299)
C (-5.049, 3.288, -4.791)
O (-5.899, 4.027, -5.239)
O (-5.122, 2.750, -3.644)
H (-5.309, 0.306, -3.493)
H (-4.732, 0.647, -1.809)
H (-3.678, -0.099, -2.763)
H (-3.372, 2.404, -2.535)
H (-3.540, 1.040, -5.120)
H (-2.149, 1.972, -4.529)
C (-0.612, -2.021, -4.128)
C (0.189, -1.882, -5.380)
C (1.401, -2.709, -5.504)
O (1.125, -3.548, -6.570)
C (-0.056, -3.311, -7.101)
O (-0.412, -3.726, -8.183)
O (-0.658, -2.325, -6.393)
H (-1.656, -1.722, -4.043)
H (-0.113, -1.612, -3.249)
H (-0.791, -3.091, -4.020)
H (0.294, -0.807, -5.527)
H (1.722, -3.224, -4.598)
H (2.233, -2.072, -5.805)

Atoms 1-6, force components in eV/Å:
C -0.0337 -0.0612 0.2477
C 1.4665 -0.3337 -0.6061
C -1.6190 -0.5606 0.5481
O 0.9233 0.1854 -0.8284
C 0.3275 0.3803 1.3560
H -0.6760 0.1274 0.0996

**HOMO level**: -0.362 hartree
**HOMO-LUMO gap**: 9.845 eV
**DFT total energy**: -122849.666 eV
**LUMO**: -0.02 eV
**Max |F|**: 6.67 eV/Å
**Relative energy (zero: lowest compared OMol25 entry of this formula, charge and spin)**: 2.3431 eV

Q: Which of these has the lowest LUMO?
A: C52H75F6NO23

Q: The highest HOMO level belongs to which entry?
A: C52H75FIN9O10P3S2